Record 1
The molecule C21H22N2O5. Source: the Open Molecules 2025 dataset; level of theory: ωB97M-V/def2-TZVPD.

```
! RIJCOSX wB97M-V def2-TZVPD def2/J DEFGRID3
* xyz 0 1
C -6.887 -1.365 -0.143
O -5.776 -1.742 0.638
C -4.590 -1.070 0.561
C -3.619 -1.542 1.441
C -2.357 -0.990 1.504
C -2.031 0.073 0.670
N -0.744 0.610 0.758
C -0.176 1.595 0.016
O -0.756 2.228 -0.850
C 1.254 1.894 0.341
C 1.692 3.174 0.010
C 3.002 3.565 0.197
C 3.909 2.656 0.711
C 3.503 1.374 1.037
C 2.181 0.979 0.867
O 1.738 -0.278 1.192
C 2.673 -1.344 1.236
C 3.433 -1.493 -0.040
C 4.809 -1.816 -0.216
C 5.823 -2.102 0.829
N 5.102 -1.848 -1.488
O 3.974 -1.552 -2.178
C 2.965 -1.339 -1.320
C 1.630 -0.995 -1.863
C -2.988 0.558 -0.214
C -4.259 0.005 -0.286
O -5.209 0.471 -1.158
C -4.880 1.550 -2.000
H -7.682 -2.051 0.148
H -6.687 -1.472 -1.212
H -7.198 -0.339 0.063
H -3.893 -2.366 2.080
H -1.629 -1.382 2.199
H -0.145 0.148 1.428
H 0.965 3.852 -0.412
H 3.316 4.563 -0.064
H 4.941 2.936 0.858
H 4.230 0.682 1.430
H 3.362 -1.232 2.082
H 2.052 -2.229 1.418
H 5.952 -1.241 1.484
H 6.772 -2.330 0.352
H 5.511 -2.951 1.435
H 1.516 -1.431 -2.853
H 0.848 -1.363 -1.203
H 1.523 0.087 -1.951
H -2.713 1.379 -0.851
H -4.627 2.446 -1.427
H -4.052 1.302 -2.670
H -5.778 1.739 -2.588
*
```

Calculated values
structure (SMILES)	COc1ccc(NC(=O)c2ccccc2OCc2c(C)noc2C)cc1OC
largest force on an atom	1.274	eV/Å
DFT total energy	-35350.143	eV
orbital gap	8.1	eV

Löwdin atomic charge list, values in e, 8 entries: number 1, C, carries -0.080; number 2, O, carries -0.074; number 3, C, carries -0.202; number 4, C, carries -0.003; number 5, C, carries -0.030; number 6, C, carries -0.215; number 7, N, carries 0.151; number 8, C, carries -0.415

Record 2
A structure of composition C21H22N4O3S8Se2Ti. Source: the Open Molecules 2025 dataset; level of theory: ωB97M-V/def2-TZVPD.

```
! RIJCOSX wB97M-V def2-TZVPD def2/J DEFGRID3
* xyz -2 1
Ti 0.577 -0.005 1.239
O 0.957 0.444 2.735
N -0.970 -1.051 2.287
C -1.862 -0.591 3.164
C -2.284 -1.321 4.252
C -1.702 -2.579 4.470
C -0.761 -3.053 3.593
C -0.401 -2.264 2.474
S 0.733 -2.714 1.298
H -2.248 0.398 2.950
H -3.036 -0.923 4.920
H -1.998 -3.163 5.335
H -0.268 -4.005 3.732
C -3.305 2.474 -3.411
Se -1.528 1.721 -3.039
C -2.107 -0.136 -3.287
C -2.951 -0.691 -2.153
Se -1.988 -1.140 -0.469
C -3.689 -1.396 0.460
H -3.987 2.208 -2.609
H -3.680 2.120 -4.372
H -3.202 3.556 -3.423
H -1.197 -0.715 -3.426
H -2.674 -0.137 -4.222
H -3.416 -1.627 -2.474
H -3.731 0.019 -1.871
H -4.276 -2.144 -0.072
H -4.206 -0.441 0.489
H -3.479 -1.748 1.467
S 6.215 -0.033 -3.874
C 4.974 -0.115 -2.774
S 5.186 -0.131 -1.061
C 3.495 -0.191 -0.590
C 2.607 -0.212 -1.611
S 0.899 -0.219 -1.397
S 3.309 -0.199 -3.220
S 3.093 -0.176 1.091
N -3.966 3.895 6.718
C -3.836 3.657 5.344
C -4.181 2.415 4.809
C -4.097 2.195 3.447
C -3.669 3.209 2.606
C -3.337 4.451 3.123
C -3.423 4.676 4.487
S -3.428 2.880 0.869
O -4.533 2.041 0.466
O -3.340 4.170 0.217
N -2.082 2.019 0.828
C -0.888 2.602 0.708
S -0.626 4.361 0.640
C 1.089 4.107 0.625
C 1.363 2.796 0.643
N 0.276 1.949 0.690
H -3.874 3.072 7.291
H -3.422 4.671 7.057
H -4.495 1.621 5.477
H -4.371 1.237 3.021
H -3.016 5.227 2.442
H -3.144 5.639 4.901
H 1.774 4.935 0.578
H 2.348 2.351 0.613
*
```

Calculated values
largest force on an atom	1.916	eV/Å
DFT total energy	-274732.206	eV
orbital gap	5.1	eV

Löwdin atomic charge list, values in e, 8 entries: number 1, Ti, carries 0.411; number 2, O, carries -0.436; number 3, N, carries -0.171; number 4, C, carries -0.156; number 5, C, carries -0.087; number 6, C, carries -0.096; number 7, C, carries -0.101; number 8, C, carries -0.819

Record 3
The molecule C21H22N4O4S2. Source: the Open Molecules 2025 dataset; level of theory: ωB97M-V/def2-TZVPD.

```
! RIJCOSX wB97M-V def2-TZVPD def2/J DEFGRID3
* xyz 0 1
C -0.294 -1.729 1.721
N 1.065 -2.199 1.617
C 2.100 -1.195 1.681
C 2.615 -1.019 3.125
C 3.313 -2.294 3.633
C 2.748 -2.471 5.041
C 1.365 -1.846 4.881
O 1.558 -0.731 4.028
S 1.301 -3.473 0.575
O 2.685 -3.838 0.648
O 0.305 -4.458 0.870
C 0.959 -2.750 -1.030
C -0.351 -2.704 -1.470
C -0.660 -1.972 -2.602
C 0.349 -1.291 -3.279
C 0.008 -0.478 -4.484
O 0.289 -0.792 -5.615
N -0.693 0.681 -4.241
C -1.005 1.330 -3.077
N -1.762 2.368 -3.077
C -1.917 2.895 -1.828
C -2.750 4.072 -1.620
C -3.399 4.683 -2.694
C -4.177 5.798 -2.446
C -4.283 6.265 -1.145
C -3.597 5.585 -0.148
N -2.852 4.521 -0.370
C -1.241 2.232 -0.845
S -0.374 0.892 -1.487
C 1.672 -1.395 -2.862
C 1.975 -2.119 -1.721
H -0.575 -1.103 0.862
H -0.399 -1.146 2.634
H -0.939 -2.603 1.762
H 1.725 -0.240 1.295
H 2.937 -1.531 1.068
H 3.289 -0.152 3.135
H 3.033 -3.133 2.996
H 4.396 -2.191 3.622
H 3.333 -1.903 5.765
H 2.701 -3.511 5.352
H 0.675 -2.565 4.420
H 0.935 -1.473 5.812
H -1.105 -3.246 -0.923
H -1.678 -1.917 -2.956
H -0.994 1.179 -5.075
H -3.281 4.276 -3.685
H -4.694 6.297 -3.254
H -4.880 7.132 -0.908
H -3.646 5.908 0.884
H -1.220 2.463 0.199
H 2.449 -0.896 -3.420
H 2.988 -2.212 -1.366
*
```

Calculated values
structure (SMILES)	CN(C[C@@H]1CCCO1)S(=O)(=O)c1ccc(C(=O)Nc2nc(-c3ccccn3)cs2)cc1
largest force on an atom	1.365	eV/Å
DFT total energy	-57954.959	eV
orbital gap	8.4	eV

Löwdin atomic charge list, values in e, 8 entries: number 1, C, carries -0.078; number 2, N, carries -0.269; number 3, C, carries -0.149; number 4, C, carries -0.300; number 5, C, carries -0.118; number 6, C, carries -0.143; number 7, C, carries -0.199; number 8, O, carries -0.110

Record 4
The molecule C21H22N4O6. Source: the Open Molecules 2025 dataset; level of theory: ωB97M-V/def2-TZVPD.

```
! RIJCOSX wB97M-V def2-TZVPD def2/J DEFGRID3
* xyz 0 1
C -1.068 -2.004 5.484
O 0.049 -2.583 4.850
C 0.521 -2.000 3.719
C 1.498 -2.711 3.021
C 2.030 -2.207 1.853
C 1.608 -0.985 1.345
C 2.152 -0.436 0.056
C 2.905 0.894 0.248
N 2.687 1.783 -0.874
C 1.825 2.814 -0.788
O 1.339 3.214 0.246
C 1.449 3.428 -2.150
N 0.270 2.722 -2.607
C -1.018 3.298 -2.593
O -1.259 4.455 -2.404
N -1.878 2.289 -2.868
C -1.239 1.008 -3.031
C -1.576 0.366 -4.376
C -1.464 0.076 -1.851
C -2.125 0.516 -0.708
C -2.277 -0.323 0.378
C -1.748 -1.606 0.328
N -1.905 -2.487 1.456
O -2.514 -2.065 2.418
O -1.426 -3.595 1.377
C -1.066 -2.051 -0.796
C -0.927 -1.210 -1.881
C 0.244 1.408 -2.934
O 1.196 0.681 -3.088
C 0.643 -0.277 2.049
C 0.103 -0.767 3.224
H -0.826 -1.023 5.907
H -1.335 -2.686 6.290
H -1.909 -1.909 4.791
H 1.814 -3.664 3.413
H 2.780 -2.777 1.324
H 2.805 -1.170 -0.418
H 1.315 -0.254 -0.624
H 3.977 0.719 0.365
H 2.535 1.415 1.133
H 2.905 1.408 -1.787
H 1.164 4.474 -2.022
H 2.254 3.327 -2.881
H -2.870 2.431 -2.951
H -2.563 -0.089 -4.342
H -1.560 1.125 -5.155
H -0.840 -0.394 -4.623
H -2.516 1.520 -0.659
H -2.791 0.004 1.268
H -0.647 -3.045 -0.800
H -0.375 -1.544 -2.745
H 0.305 0.679 1.673
H -0.648 -0.190 3.738
*
```

Calculated values
structure (SMILES)	COc1ccc(CCNC(=O)CN2C(=O)N[C@](C)(c3ccc([N+](=O)[O-])cc3)C2=O)cc1
largest force on an atom	1.389	eV/Å
DFT total energy	-40378.861	eV
orbital gap	7.4	eV

Löwdin atomic charge list, values in e, 8 entries: number 1, C, carries -0.082; number 2, O, carries -0.077; number 3, C, carries -0.289; number 4, C, carries -0.001; number 5, C, carries -0.033; number 6, C, carries -0.245; number 7, C, carries -0.117; number 8, C, carries -0.145

Record 5
The molecule C21H22O5. Source: the Open Molecules 2025 dataset; level of theory: ωB97M-V/def2-TZVPD.

```
! RIJCOSX wB97M-V def2-TZVPD def2/J DEFGRID3
* xyz 0 1
C -2.180 6.520 -4.862
C -2.639 5.143 -4.241
C -1.676 4.329 -3.591
C -2.033 3.156 -2.822
C -1.019 2.512 -2.124
C -1.343 1.303 -1.436
C -0.410 0.633 -0.691
C -0.853 -0.571 -0.012
C -0.378 -1.038 1.201
C 0.653 -0.514 2.167
O 0.630 0.571 2.797
C 1.770 -1.492 2.439
C 3.015 -0.957 3.184
C 4.081 -2.017 3.347
C 3.820 -3.253 4.208
C 4.123 -4.592 3.459
C -0.990 -2.286 1.478
O -0.530 -3.227 2.078
O -2.059 -2.474 0.618
C -2.044 -1.496 -0.480
C -1.700 -2.290 -1.781
C -3.146 -0.386 -0.693
O -4.197 -0.520 -0.201
C -2.748 0.832 -1.408
C -3.599 1.501 -2.212
O -3.329 2.662 -2.945
H -2.973 7.366 -4.725
H -2.315 6.306 -5.924
H -1.179 6.881 -4.652
H -3.640 4.762 -4.086
H -0.653 4.660 -3.679
H -0.127 3.071 -2.134
H 0.600 1.007 -0.695
H 1.291 -2.279 3.076
H 2.160 -1.972 1.576
H 3.353 -0.064 2.584
H 2.720 -0.559 4.203
H 4.435 -2.244 2.337
H 4.805 -1.502 3.871
H 4.502 -3.152 4.987
H 2.740 -3.255 4.543
H 5.073 -4.548 3.035
H 3.441 -4.663 2.645
H 3.887 -5.432 4.126
H -0.724 -2.839 -1.560
H -1.585 -1.637 -2.733
H -2.441 -2.992 -1.998
H -4.591 1.038 -2.274
*
```

Calculated values
structure (SMILES)	C/C=C/C1=CC2=CC3=C(C(=O)CCCCC)C(=O)O[C@@]3(C)C(=O)C2=CO1
largest force on an atom	5.069	eV/Å
DFT total energy	-32367.126	eV
orbital gap	7.0	eV

Löwdin atomic charge list, values in e, 8 entries: number 1, C, carries -0.090; number 2, C, carries -0.058; number 3, C, carries -0.049; number 4, C, carries -0.227; number 5, C, carries 0.045; number 6, C, carries -0.156; number 7, C, carries 0.036; number 8, C, carries -0.034

Number 1: HOMO energy -7.59 eV. Number 2: HOMO energy -1.10 eV. Number 3: HOMO energy -8.44 eV. Number 4: HOMO energy -8.13 eV. Number 5: HOMO energy -7.98 eV.